No. 1
8
Properties=species:S:1:pos:R:3:forces:R:3:nbo_charge:R:1 method="wB97M-V/def2-TZVPD" homo_ev=-9.536 spin_multiplicity=1 energy_ev=-5220.839 de_lowest_ev=1.2982 smiles="C=CC=O"
C 1.212680 -0.624118 0.018314 -1.034 -0.327 0.015 -0.3824
C 0.442059 0.417649 0.249480 -4.938 0.338 -1.135 -0.2640
C -1.315153 0.406538 -0.237717 2.814 -2.135 0.023 0.4065
O -1.885216 -0.596535 -0.564855 0.718 0.012 0.135 -0.5154
H 2.157425 -0.721446 0.490089 0.953 0.117 0.103 0.2066
H 0.853490 -1.512127 -0.530873 0.017 0.697 0.229 0.2213
H 0.473975 1.348296 0.794711 1.185 -0.132 0.242 0.2051
H -1.939260 1.281743 -0.219148 0.285 1.431 0.387 0.1223

No. 2
19
Properties=species:S:1:pos:R:3:forces:R:3:nbo_charge:R:1 method="wB97M-V/def2-TZVPD" total_charge=+1 homo_ev="-12.311 / -12.613" spin_multiplicity=1 energy_ev=-17454.767 de_lowest_ev=3.0050
C -0.174870 -0.077455 1.790251 -1.691 1.229 -3.012 -0.0547
C 0.742152 -0.824603 1.253852 0.126 -0.163 0.820 -0.1580
C 0.398628 -0.368996 -1.121704 -0.016 0.064 -0.199 0.4087
C -1.511381 0.871421 -0.105901 1.126 -1.586 2.885 0.0657
C -1.620518 2.328591 0.164076 -0.059 0.146 0.037 -0.7218
C 2.067104 -1.918389 -0.414183 0.668 -0.525 -0.173 -0.4053
N 0.981985 -0.994370 -0.130369 -0.445 0.325 -0.348 -0.3367
N -0.609550 0.492014 -1.129552 0.187 0.020 -0.356 -0.6138
I -3.292741 -0.290563 -0.034051 0.483 0.370 -0.105 0.2525
H -0.518705 0.214236 2.750416 -0.052 0.064 0.543 0.2315
H 1.442043 -1.408109 1.855176 -0.115 0.103 -0.066 0.2402
H 0.822342 -0.565943 -2.101932 -0.050 0.032 0.121 0.2275
H -2.205638 2.501487 1.064100 -0.022 -0.004 -0.023 0.2605
H -2.120949 2.849056 -0.658254 -0.067 -0.031 -0.086 0.2403
H -0.631402 2.767123 0.292616 0.019 -0.031 -0.008 0.2434
H 2.978568 -1.580171 0.084066 -0.120 0.004 -0.069 0.2317
H 1.809820 -2.910082 -0.037057 -0.022 0.098 -0.050 0.2348
H 2.258406 -1.988183 -1.482338 -0.084 0.047 0.033 0.2279
H -0.815303 0.902928 -2.039203 0.134 -0.164 0.057 0.4257

No. 3
17
Properties=species:S:1:pos:R:3:forces:R:3:nbo_charge:R:1 method="wB97M-V/def2-TZVPD" homo_ev=-7.670 spin_multiplicity=1 energy_ev=-9902.111 de_lowest_ev=3.4934
C 0.997881 0.802042 0.367290 -1.599 2.307 -1.656 -0.3294
C 2.080256 1.211468 -0.592712 -0.190 0.109 0.152 -0.6641
C -2.167484 -1.198169 0.277167 0.055 -0.259 0.099 -0.6054
C -0.303983 0.524973 -0.072930 2.825 1.772 -0.264 0.4200
C -0.981716 -0.439583 0.822145 1.931 -1.149 0.562 -0.3448
O -0.716564 0.595379 -1.338896 0.116 -0.209 -0.074 -0.6388
C 0.403067 -1.164412 0.727634 -2.885 -3.826 0.812 0.2439
N 0.983467 -2.181788 0.548468 0.053 1.800 0.149 -0.4079
H -0.021752 0.989896 -1.888940 -0.143 0.046 0.137 0.4987
H 1.101663 1.130406 1.390970 0.063 -0.763 0.338 0.2352
H -1.089495 -0.048809 1.835164 -0.306 0.113 -0.107 0.2462
H 1.798050 2.074791 -1.206954 0.035 -0.068 -0.117 0.2045
H 2.328689 0.363446 -1.242535 0.096 0.121 -0.003 0.2243
H 2.974755 1.515108 -0.048580 -0.007 -0.147 -0.097 0.2371
H -1.895585 -1.722381 -0.640816 -0.023 0.051 0.122 0.2329
H -2.502532 -1.933843 1.011259 0.008 0.069 -0.122 0.2288
H -2.988716 -0.518524 0.052265 -0.029 0.033 0.068 0.2187

No. 4
64
Properties=species:S:1:pos:R:3:forces:R:3:nbo_charge:R:1 method="wB97M-V/def2-TZVPD" total_charge=+1 homo_ev=-9.835 spin_multiplicity=1 energy_ev=-49790.563 de_lowest_ev=0.7386
Sr 0.567762 0.192549 -0.397721 -1.085 -1.860 -0.171 1.7837
C -1.640386 2.800933 -0.433173 0.155 0.131 0.147 -0.0844
C -1.176357 2.703323 1.004322 -0.336 0.094 -0.093 -0.0874
O 0.118615 2.122779 1.010053 -0.150 0.526 0.581 -0.5967
C 0.617573 1.853859 2.309756 0.211 -0.120 0.213 -0.1000
C 2.076276 1.456440 2.160306 -0.087 0.328 0.113 -0.0984
O 2.243163 0.261061 1.402105 0.305 0.093 0.431 -0.5969
C 2.578273 -0.916150 2.130523 -0.091 -0.257 0.130 -0.0830
C 1.360194 -1.564693 2.758223 0.093 0.111 -0.045 -0.0971
O 0.436668 -1.833739 1.716818 0.055 0.126 -0.042 -0.5715
C -0.776312 -2.427584 2.142033 -0.225 0.157 0.086 -0.0891
C -1.750748 -1.385561 2.670943 0.117 -0.098 -0.007 -0.0971
O -1.986886 -0.357637 1.723244 0.139 -0.006 -0.089 -0.5652
C -3.210303 -0.441366 1.011280 -0.096 -0.009 -0.163 -0.0876
C -3.190184 -1.413254 -0.161320 0.047 0.122 0.187 -0.0950
O -2.197260 -1.110890 -1.122678 0.025 -0.052 0.103 -0.5522
C -2.634799 -0.302532 -2.205616 0.029 0.196 -0.036 -0.1080
C -2.699249 1.183459 -1.853043 -0.191 -0.183 0.019 -0.0890
O -1.610127 1.496160 -0.996373 -0.086 0.099 0.008 -0.6065
H -0.985145 3.466726 -1.000480 -0.017 -0.029 -0.049 0.2018
H -2.651899 3.215215 -0.453303 -0.024 -0.040 0.001 0.1982
H -1.868288 2.071731 1.570602 0.080 -0.001 0.057 0.1960
H -1.148406 3.698642 1.459993 0.039 0.000 -0.023 0.1942
H 0.023822 1.056794 2.774187 -0.020 0.058 0.011 0.1836
H 0.560271 2.745964 2.942499 -0.025 0.025 -0.046 0.2009
H 2.535669 1.362263 3.146725 0.027 -0.041 -0.021 0.1988
H 2.579505 2.250601 1.605063 0.083 -0.036 0.061 0.2205
H 3.318630 -0.697578 2.904396 0.012 0.068 -0.044 0.1946
H 3.007911 -1.602233 1.404694 0.035 0.034 -0.006 0.2224
H 0.922877 -0.901322 3.514450 -0.027 -0.052 0.011 0.1684
H 1.660866 -2.495109 3.252540 -0.003 0.005 0.013 0.1966
H -0.592768 -3.181748 2.915154 0.018 -0.034 -0.039 0.1898
H -1.195951 -2.917622 1.263857 0.054 -0.062 0.026 0.1949
H -1.331923 -0.903569 3.557962 -0.047 -0.018 0.031 0.1878
H -2.683350 -1.875695 2.967062 -0.012 0.020 0.011 0.1929
H -3.403979 0.567354 0.646094 -0.050 -0.035 0.061 0.1890
H -4.026594 -0.727291 1.684514 0.012 0.037 0.034 0.1854
H -4.184865 -1.406468 -0.619978 -0.007 -0.073 -0.010 0.1888
H -2.990114 -2.425734 0.194935 -0.063 -0.009 -0.035 0.1862
H -3.618611 -0.626832 -2.560627 0.008 -0.013 0.028 0.1826
H -1.904459 -0.458592 -2.991550 0.027 -0.022 -0.048 0.2403
H -3.638638 1.425053 -1.340439 0.038 0.051 0.015 0.1682
H -2.656940 1.769743 -2.776875 0.028 0.028 0.016 0.2024
O 1.449891 1.879587 -1.563341 0.521 1.100 -0.616 -0.7440
N 0.884170 2.272389 -2.687808 -0.224 0.254 -0.429 -0.0003
C 0.769821 3.597251 -2.927411 0.147 0.251 -0.035 0.0173
C 0.154095 4.083733 -4.049506 -0.006 -0.044 -0.017 -0.2765
C -0.366597 3.178205 -4.977308 0.024 -0.106 0.064 -0.1647
C -0.238438 1.831347 -4.734930 0.003 0.382 -0.022 -0.2595
C 0.394144 1.353619 -3.573307 0.075 -0.388 -0.010 0.0441
S 0.562246 -0.312599 -3.244079 0.127 -0.185 -0.364 -0.4410
H 1.218563 4.231782 -2.177407 0.003 -0.088 0.065 0.2314
H 0.087888 5.150182 -4.204875 0.035 0.007 0.049 0.2367
H -0.855437 3.537597 -5.872757 -0.003 -0.042 -0.011 0.2308
H -0.616524 1.093200 -5.426414 0.019 -0.020 0.001 0.2431
C 3.509364 -3.668054 -1.291866 -0.076 0.145 0.083 -0.6395
C 2.978714 -2.272015 -1.561729 0.212 -0.169 -0.084 -0.0703
O 1.845619 -1.963070 -0.726919 0.182 -0.431 -0.156 -0.7882
H 4.441817 -3.820359 -1.834920 -0.030 -0.038 -0.044 0.2328
H 2.795504 -4.426976 -1.618286 0.023 -0.022 0.000 0.2082
H 3.708444 -3.813607 -0.228767 0.010 0.008 -0.009 0.2070
H 2.705342 -2.159094 -2.611635 -0.016 0.110 0.023 0.1983
H 3.732335 -1.520861 -1.326943 -0.062 0.057 0.011 0.1869
H 1.184589 -2.650662 -0.875849 0.039 -0.039 0.074 0.4848

No. 5
69
Properties=species:S:1:pos:R:3:forces:R:3:nbo_charge:R:1 method="wB97M-V/def2-TZVPD" total_charge=+1 homo_ev="-9.788 / -9.769" spin_multiplicity=1 energy_ev=-139949.079 de_lowest_ev=1.9155
Pt -0.477322 -0.146261 0.082274 0.081 -1.123 0.780 0.5006
C -2.034398 -2.671680 1.150217 -0.012 -0.004 0.037 -0.4200
N -1.869943 -1.881009 -0.100582 -0.074 0.133 -0.228 -0.4972
C -3.182680 -1.284646 -0.489452 -0.015 -0.042 0.002 -0.2403
C -3.539783 -0.064819 0.326540 0.061 0.017 0.018 -0.2371
N -2.642027 1.080260 0.073691 0.193 0.123 -0.277 -0.4821
C -2.893950 1.709955 -1.229319 -0.062 -0.073 -0.051 -0.4230
C -2.693039 2.001247 1.177576 -0.103 0.133 0.042 0.1986
C -3.407270 3.194190 1.085095 0.056 -0.090 0.014 -0.2623
C -3.433857 4.085325 2.143363 0.005 0.017 0.025 -0.2172
C -2.738546 3.788638 3.308469 -0.044 0.050 -0.005 -0.2051
C -2.024696 2.610294 3.404284 0.050 -0.101 -0.011 -0.2142
C -1.987692 1.691447 2.350236 -0.115 0.119 -0.035 -0.2262
S -1.040779 0.234464 2.485567 0.063 0.055 0.088 -0.3189
C -1.385623 -2.807349 -1.131089 -0.125 -0.093 0.008 0.1029
C -2.260985 -3.505133 -1.956709 0.046 0.007 0.091 -0.1845
C -1.782471 -4.457359 -2.843586 0.019 -0.029 -0.014 -0.1936
C -0.428202 -4.747873 -2.898103 -0.040 0.005 0.012 -0.1912
C 0.448329 -4.066165 -2.072888 0.041 0.052 -0.010 -0.1841
C -0.025228 -3.084178 -1.214283 0.046 -0.073 0.077 -0.2137
S 1.094513 -2.176947 -0.163493 -0.195 1.056 -0.643 0.1434
H -2.804432 -3.430991 0.995467 0.018 -0.022 0.012 0.2003
H -2.296306 -2.008106 1.968271 -0.028 0.003 0.014 0.2469
H -1.093587 -3.163156 1.391793 -0.001 0.030 0.016 0.2171
H -3.970212 -2.030801 -0.351900 -0.020 0.017 -0.022 0.2130
H -3.139742 -1.037476 -1.549853 0.043 0.005 0.000 0.2203
H -3.497971 -0.293298 1.389496 0.018 0.010 0.015 0.2409
H -4.569538 0.229665 0.090370 -0.006 -0.035 0.008 0.2110
H -3.962069 1.884090 -1.402204 0.010 0.049 0.010 0.1908
H -2.515578 1.074594 -2.027362 -0.040 -0.032 -0.017 0.2049
H -2.368438 2.661768 -1.266443 0.038 -0.061 -0.033 0.2269
H -3.958959 3.430475 0.186064 -0.013 0.017 0.002 0.2152
H -4.001087 5.002489 2.060295 -0.006 0.000 0.001 0.2230
H -2.755572 4.476742 4.143290 0.005 0.004 0.000 0.2240
H -1.475585 2.376978 4.307663 0.006 0.000 0.004 0.2240
H -3.324010 -3.326135 -1.909836 -0.031 0.009 -0.011 0.2192
H -2.478214 -4.984587 -3.481821 -0.003 0.006 -0.006 0.2316
H -0.054906 -5.500489 -3.578487 0.000 -0.001 -0.003 0.2342
H 1.511554 -4.263846 -2.114295 -0.004 -0.002 -0.008 0.2386
C 1.999779 1.701902 2.439908 0.016 0.044 0.033 -0.2541
O 2.107297 1.701828 0.998434 0.037 -0.023 -0.017 -0.8282
P 0.840884 1.601438 0.066150 -0.332 -0.099 0.049 2.0236
O -0.065136 2.873801 0.311076 0.107 0.129 0.059 -0.8418
C 0.487663 4.205765 0.376563 -0.013 -0.040 0.021 -0.2556
O 1.583143 1.861350 -1.307380 0.158 0.031 -0.059 -0.8176
C 0.821547 1.820612 -2.524274 0.063 0.011 -0.002 -0.2581
H 2.954278 2.068767 2.805995 0.006 0.000 -0.010 0.2065
H 1.802830 0.696325 2.801155 0.013 -0.003 -0.015 0.2097
H 1.190874 2.354319 2.767653 0.008 -0.007 -0.014 0.1987
H -0.323506 4.886557 0.137036 -0.003 0.008 0.004 0.2108
H 1.304312 4.322126 -0.334739 -0.004 0.007 -0.005 0.1962
H 0.840040 4.398394 1.388113 0.014 0.017 -0.010 0.1971
H 1.534589 1.921774 -3.336478 0.001 0.002 0.006 0.2162
H 0.111877 2.648350 -2.551268 -0.014 -0.016 -0.012 0.1874
H 0.297472 0.867859 -2.614092 -0.019 -0.020 0.000 0.1923
C 5.463459 -3.003574 -0.928066 -0.020 0.031 0.020 -1.1366
Si 4.517100 -1.474711 -0.443643 0.038 -0.134 -0.020 1.5002
C 4.060567 -1.491634 1.359373 0.027 -0.035 -0.022 -1.1383
C 5.372816 0.090557 -0.966940 -0.026 -0.026 -0.013 -1.1369
Se 2.534719 -1.421911 -1.704039 0.109 -0.108 0.081 -0.1564
H 6.488765 -2.952258 -0.553463 -0.006 0.002 0.019 0.2520
H 5.506876 -3.116309 -2.011848 0.015 0.013 -0.006 0.2522
H 4.999632 -3.899691 -0.512252 -0.015 -0.002 -0.014 0.2488
H 4.967226 -1.636593 1.952499 0.008 0.022 -0.005 0.2583
H 3.379135 -2.307674 1.601883 0.015 -0.018 0.013 0.2508
H 3.603315 -0.551797 1.661596 -0.054 0.077 0.014 0.2455
H 6.356880 0.142180 -0.494948 0.005 0.020 0.002 0.2538
H 4.797230 0.970492 -0.674810 -0.004 -0.019 0.003 0.2561
H 5.524658 0.121473 -2.047488 0.006 0.005 -0.004 0.2506

No. 6
20
Properties=species:S:1:pos:R:3:forces:R:3:nbo_charge:R:1 method="wB97M-V/def2-TZVPD" homo_ev=-8.513 spin_multiplicity=1 energy_ev=-9492.505 de_lowest_ev=8.3137
C -1.279853 1.573730 -0.357501 -0.068 1.379 2.142 -0.7088
C -0.741345 0.220458 -0.108629 -0.547 2.527 4.197 -0.0880
C -0.684676 -0.947586 -1.040393 -2.842 -2.692 -0.227 -0.4077
C 0.639749 -1.713579 -0.672608 2.058 0.073 0.943 -0.4420
C 1.203132 -0.755013 0.529975 4.800 0.547 -0.990 -0.4108
C 0.518211 0.590845 0.725355 -0.789 -6.485 -1.616 0.1844
C -0.668984 0.237367 1.513074 0.561 -0.642 -2.493 -0.3973
H -1.103482 1.642301 -1.338158 0.020 1.301 -4.366 0.1740
H -0.015374 2.310591 0.123360 -4.257 -0.497 -1.329 0.3088
H -2.390355 1.777680 -0.131795 1.882 -0.079 -0.084 0.2084
H -0.762130 -0.464749 -2.127696 0.418 -1.588 2.096 0.2306
H -1.663567 -1.815374 -0.901648 2.562 2.938 -0.557 0.2121
H 0.931461 -2.771565 -0.172561 -2.315 1.842 -1.333 0.2336
H 1.219162 -1.812960 -1.651312 -0.027 0.762 1.515 0.2144
H 1.340482 -1.317081 1.508591 0.002 0.575 -1.379 0.2201
H 2.241330 -0.309079 0.215264 -0.815 -1.650 0.569 0.1854
H 1.856792 1.351014 -0.504892 -2.510 2.320 4.311 0.4900
H -0.792269 -0.678505 2.041034 0.488 -0.357 0.672 0.2160
H -1.051474 1.112290 1.848315 -2.281 1.962 1.459 0.2214
O 1.203191 1.769216 0.502225 3.662 -2.234 -3.530 -0.6445